# 1
102
Properties=species:S:1:pos:R:3:lowdin_charge:R:1 method="wB97M-V/def2-TZVPD" charge=-2 multiplicity=4 homo_energy_ev="0.16 / -0.89" gap_ev="3.6 / 4.6" e_above_lowest_kcal_mol=0.0
V 0.178 0.557 -0.392 0.47
C 6.758 -4.265 0.312 -0.06
C 5.738 -3.161 0.415 -0.30
C 5.748 -2.089 -0.470 -0.04
C 4.779 -1.094 -0.403 -0.06
C 3.785 -1.171 0.551 -0.27
C 3.780 -2.216 1.459 -0.06
C 4.754 -3.200 1.391 -0.06
S 2.529 0.089 0.634 0.55
O 1.294 -0.633 1.021 -0.38
O 3.035 0.981 1.669 -0.33
N 2.406 0.701 -0.785 -0.24
C 2.532 2.163 -0.952 -0.17
C 1.313 2.742 -1.701 -0.65
O 1.443 3.819 -2.278 -0.01
O 0.245 2.025 -1.666 -0.23
H 7.366 -4.154 -0.585 0.07
H 6.271 -5.241 0.270 0.07
H 7.427 -4.271 1.175 0.07
H 6.516 -2.038 -1.234 0.11
H 4.767 -0.263 -1.099 0.12
H 2.997 -2.251 2.210 0.12
H 4.735 -4.030 2.090 0.11
H 3.421 2.421 -1.525 0.10
H 2.603 2.669 0.009 0.11
C -0.495 -4.725 1.315 -0.18
C -1.002 -3.299 1.242 -0.19
N -0.859 -2.808 -0.120 0.06
C 0.339 -2.957 -0.770 -0.40
N 0.716 -2.053 -1.606 0.08
C 1.931 -2.280 -2.372 -0.22
C 2.265 -3.750 -2.564 -0.17
C 2.263 -4.418 -1.211 -0.18
N 0.990 -4.194 -0.553 -0.04
C 0.924 -4.759 0.785 -0.19
H -1.125 -5.361 0.687 0.11
H -0.525 -5.102 2.340 0.11
H -0.460 -2.663 1.954 0.12
H -2.059 -3.252 1.503 0.11
H -1.136 -1.805 -0.226 0.04
H 2.766 -1.767 -1.896 0.08
H 1.793 -1.808 -3.349 0.10
H 3.246 -3.869 -3.035 0.11
H 1.506 -4.213 -3.202 0.11
H 3.100 -4.034 -0.613 0.10
H 2.397 -5.501 -1.306 0.11
H 1.589 -4.213 1.474 0.11
H 1.290 -5.787 0.730 0.11
C 2.636 1.074 5.086 -0.06
C 1.180 1.068 4.757 -0.32
C 0.163 0.716 5.595 -0.05
C -1.158 0.787 5.137 -0.37
N -1.438 1.132 3.824 0.06
C -0.466 1.475 3.026 -0.74
S -0.769 1.969 1.378 0.67
N 0.842 1.562 3.491 0.07
C -2.327 0.400 5.988 -0.10
H 2.838 0.467 5.969 0.06
H 2.993 2.097 5.280 0.07
H 3.220 0.692 4.244 0.06
H 0.380 0.369 6.601 0.10
H 1.565 1.535 2.786 0.06
H -2.059 0.400 7.049 0.05
H -2.701 -0.604 5.733 0.06
H -3.158 1.094 5.831 0.06
C -2.689 4.732 -3.771 -0.20
C -2.792 5.183 -2.312 -0.47
As -2.468 3.666 -1.065 1.25
C -2.669 4.736 0.608 -0.47
C -3.444 6.054 0.585 -0.20
C -4.290 2.861 -1.089 -0.43
C -5.508 3.714 -1.437 -0.18
H -2.776 5.579 -4.461 0.05
H -3.473 4.012 -4.022 0.05
H -1.728 4.242 -3.947 0.06
H -3.745 5.681 -2.122 0.04
H -1.994 5.900 -2.100 0.06
H -1.647 4.916 0.945 0.03
H -3.097 4.045 1.335 0.04
H -2.973 6.783 -0.079 0.05
H -3.478 6.497 1.587 0.06
H -4.475 5.922 0.251 0.04
H -4.398 2.422 -0.093 0.06
H -4.224 2.019 -1.781 0.02
H -5.642 4.541 -0.738 0.04
H -6.423 3.111 -1.412 0.06
H -5.424 4.138 -2.443 0.05
C -2.196 0.905 -3.827 -0.23
Ge -2.222 -0.576 -2.506 0.72
C -4.116 -1.204 -2.358 -0.25
C -1.532 -2.129 -3.537 -0.25
C -1.566 0.006 -0.784 -0.49
H -2.171 0.554 -4.864 0.00
H -1.298 1.495 -3.616 0.00
H -3.060 1.564 -3.694 -0.02
H -4.534 -1.412 -3.352 0.00
H -4.763 -0.483 -1.846 -0.01
H -4.118 -2.137 -1.783 0.00
H -2.243 -2.346 -4.344 0.00
H -1.450 -3.004 -2.887 0.00
H -0.550 -1.927 -3.978 -0.01
H -2.441 0.233 -0.159 -0.06

# 2
13
Properties=species:S:1:pos:R:3:lowdin_charge:R:1 method="wB97M-V/def2-TZVPD" multiplicity=1 homo_energy_ev=-9.91 gap_ev=10.9 e_above_lowest_kcal_mol=58.0
N -0.704 0.165 2.738 0.17
C -0.657 0.519 1.639 -0.20
C -0.474 1.155 0.353 -0.25
C 0.633 0.742 -0.538 -0.21
C 0.980 -0.730 -0.401 -0.10
C -0.541 -0.976 -0.555 -0.15
N -0.782 0.467 -0.913 0.03
H -0.728 2.208 0.412 0.15
H 1.224 1.507 -1.035 0.14
H 1.595 -1.060 -1.242 0.11
H 1.430 -1.064 0.538 0.11
H -0.904 -1.691 -1.294 0.11
H -1.028 -1.184 0.408 0.09

# 3
99
Properties=species:S:1:pos:R:3:lowdin_charge:R:1 method="wB97M-V/def2-TZVPD" charge=+1 multiplicity=1 homo_energy_ev=-10.25 gap_ev=6.9 e_above_lowest_kcal_mol=0.0
Pt 0.141 -0.197 -0.639 0.89
C -0.262 -2.567 2.100 -0.20
P -0.634 -0.969 1.316 0.89
C -0.061 0.180 2.639 -0.37
N -0.519 0.070 3.859 0.15
C -0.083 0.981 4.763 -0.19
C -0.568 0.929 6.091 0.00
C -0.132 1.843 7.004 -0.05
C 0.802 2.845 6.639 -0.05
C 1.285 2.920 5.367 0.00
C 0.849 1.986 4.398 -0.20
N 1.337 2.056 3.135 0.17
C 0.883 1.172 2.286 -0.38
P 1.451 1.124 0.567 0.87
C 1.678 2.839 0.062 -0.19
C 3.144 0.370 0.585 -0.68
C 3.060 -1.098 1.005 -0.09
C 3.693 0.473 -0.842 -0.08
C 4.063 1.123 1.552 -0.07
C -2.502 -0.821 1.323 -0.68
C -2.872 0.634 1.054 -0.09
C -3.098 -1.704 0.224 -0.08
C -3.092 -1.266 2.665 -0.08
H -0.497 -2.452 3.158 0.05
H 0.793 -2.809 1.978 0.05
H -0.855 -3.378 1.687 0.03
H -1.281 0.157 6.345 0.12
H -0.500 1.809 8.020 0.11
H 1.134 3.553 7.387 0.11
H 2.000 3.674 5.065 0.12
H 2.223 3.358 0.851 0.06
H 0.694 3.281 -0.074 0.03
H 2.233 2.881 -0.872 0.05
H 2.409 -1.682 0.352 0.05
H 2.714 -1.196 2.039 0.08
H 4.062 -1.530 0.957 0.10
H 3.003 0.064 -1.583 0.05
H 4.617 -0.105 -0.907 0.10
H 3.929 1.501 -1.113 0.08
H 3.714 1.067 2.583 0.07
H 4.176 2.173 1.283 0.08
H 5.053 0.664 1.506 0.10
H -2.405 1.013 0.146 0.05
H -2.574 1.285 1.877 0.08
H -3.957 0.698 0.942 0.10
H -2.718 -1.470 -0.771 0.06
H -4.180 -1.553 0.226 0.10
H -2.930 -2.762 0.414 0.08
H -2.695 -0.700 3.504 0.06
H -2.929 -2.328 2.851 0.08
H -4.173 -1.108 2.622 0.10
O -0.591 -1.583 -2.043 -0.44
C 0.186 -2.555 -2.703 -0.58
C 1.572 -2.051 -3.116 -0.45
C 2.804 -2.485 -2.714 -0.15
C 3.882 -1.836 -3.376 -0.18
C 3.455 -0.906 -4.268 -0.39
S 1.749 -0.824 -4.317 1.08
C 0.327 -3.826 -1.870 -0.45
C -0.388 -4.089 -0.746 -0.15
C -0.210 -5.410 -0.250 -0.17
C 0.632 -6.134 -1.031 -0.39
S 1.205 -5.225 -2.363 1.08
C -0.598 -2.949 -3.951 -0.50
C -0.142 -3.424 -5.143 -0.14
C -1.193 -3.794 -6.027 -0.17
C -2.422 -3.595 -5.482 -0.40
S -2.318 -2.965 -3.892 1.06
H 2.943 -3.260 -1.978 0.09
H 4.923 -2.062 -3.197 0.11
H 4.051 -0.273 -4.905 0.07
H -1.065 -3.351 -0.362 0.06
H -0.692 -5.809 0.632 0.10
H 0.950 -7.156 -0.898 0.07
H 0.908 -3.508 -5.384 0.11
H -1.037 -4.186 -7.021 0.11
H -3.384 -3.778 -5.932 0.07
C -2.978 4.571 1.599 -0.15
C -3.219 4.641 0.082 -0.14
C -2.091 3.774 -0.509 -0.19
O -1.343 3.259 0.594 -0.23
C -1.515 4.169 1.677 -0.20
H -3.598 3.797 2.053 0.11
H -3.186 5.512 2.104 0.12
H -3.145 5.666 -0.279 0.11
H -4.204 4.267 -0.190 0.11
H -1.430 4.365 -1.154 0.12
H -2.454 2.922 -1.085 0.11
H -0.854 5.037 1.553 0.13
H -1.236 3.649 2.595 0.11
C 0.040 2.518 -4.205 0.02
C -0.333 1.385 -3.301 -0.59
N -1.294 0.547 -3.652 0.22
O 0.278 1.269 -2.213 -0.19
H -0.771 2.795 -4.876 0.09
H 0.894 2.197 -4.804 0.09
H 0.343 3.373 -3.607 0.09
H -1.722 0.621 -4.560 0.13
H -1.352 -0.332 -3.113 0.06

# 4
22
Properties=species:S:1:pos:R:3:lowdin_charge:R:1 method="wB97M-V/def2-TZVPD" multiplicity=1 homo_energy_ev=-8.40 gap_ev=9.4 e_above_lowest_kcal_mol=55.4
C 1.503 -1.676 2.293 -0.14
N 1.609 -0.823 1.104 -0.13
C 0.571 0.236 1.048 -0.19
C -0.038 0.276 -0.406 -0.36
C 0.703 1.250 -1.330 -0.06
N -1.459 0.548 -0.216 -0.05
C -2.370 0.038 -1.170 -0.29
O -2.252 0.543 -2.511 -0.09
H 1.935 -1.157 3.156 0.07
H 1.956 -2.648 2.066 0.07
H 0.477 -1.943 2.523 0.07
H 2.524 -0.433 0.931 0.10
H 1.023 1.205 1.318 0.11
H -0.216 -0.002 1.762 0.10
H 0.045 -0.759 -0.769 0.13
H 0.030 1.955 -1.802 0.07
H 1.564 1.751 -0.900 0.07
H 1.065 0.691 -2.201 0.07
H -1.617 1.441 0.214 0.12
H -3.396 0.310 -0.907 0.12
H -2.224 -1.039 -1.242 0.12
H -1.436 0.233 -2.962 0.08

# 5
24
Properties=species:S:1:pos:R:3:lowdin_charge:R:1 method="wB97M-V/def2-TZVPD" multiplicity=1 homo_energy_ev=-8.57 gap_ev=9.2 e_above_lowest_kcal_mol=29.4
C 1.250 2.486 -1.498 -0.05
C 0.708 1.369 -0.606 -0.76
N 0.566 1.876 0.740 0.08
N 1.689 0.302 -0.555 0.08
N -0.611 0.973 -1.122 0.07
H 2.158 2.876 -1.051 0.08
H 0.509 3.277 -1.580 0.07
H 1.472 2.103 -2.490 0.07
H -0.117 2.622 0.745 0.08
H 0.235 1.141 1.358 0.05
H 1.414 -0.420 0.102 0.03
H 1.823 -0.114 -1.468 0.07
H -0.552 0.697 -2.094 0.07
H -0.990 0.191 -0.597 0.03
C 0.643 -1.928 1.908 0.00
C -0.618 -1.655 1.586 -0.22
C -1.302 -2.241 0.452 -0.22
C -2.549 -1.936 0.107 0.01
H 1.231 -2.632 1.341 0.07
H 1.131 -1.469 2.750 0.06
H -1.194 -0.953 2.176 0.11
H -0.732 -2.956 -0.130 0.11
H -3.133 -1.226 0.672 0.06
H -3.032 -2.382 -0.745 0.06

# 6
76
Properties=species:S:1:pos:R:3:lowdin_charge:R:1 method="wB97M-V/def2-TZVPD" multiplicity=1 homo_energy_ev=-9.87 gap_ev=10.1
C 12.783 31.435 29.436 -0.03
O 11.937 31.878 28.358 -0.03
C 12.437 32.694 27.449 -0.60
O 13.576 33.048 27.334 0.13
O 11.388 33.117 26.694 -0.02
C 11.715 34.050 25.687 -0.06
H 12.641 32.131 30.261 0.10
H 13.810 31.390 29.080 0.10
H 12.445 30.432 29.674 0.02
H 11.430 35.053 26.009 0.10
H 11.072 33.877 24.817 0.09
H 12.720 34.005 25.274 0.09
C 6.283 38.409 26.563 -0.04
O 6.583 37.444 25.554 0.01
C 6.638 36.177 25.954 -0.62
O 6.430 35.812 27.089 0.11
O 6.972 35.415 24.939 0.03
C 6.889 34.011 25.083 -0.10
H 5.221 38.491 26.772 0.10
H 6.687 39.326 26.134 0.09
H 6.858 38.255 27.474 0.09
H 6.671 33.631 26.081 0.07
H 7.833 33.514 24.867 0.04
H 6.131 33.588 24.431 0.04
C 5.957 26.850 26.580 -0.03
O 4.601 27.270 26.527 0.02
C 4.378 28.422 25.913 -0.61
O 5.162 29.325 25.749 0.08
O 3.098 28.453 25.574 0.00
C 2.532 29.559 24.853 -0.01
H 6.168 26.270 25.682 0.08
H 6.123 26.156 27.406 0.10
H 6.693 27.633 26.752 0.07
H 3.387 30.106 24.452 0.09
H 2.002 30.235 25.519 0.10
H 1.887 29.113 24.107 0.10
Br 7.650 27.020 22.904 0.65
C 6.918 28.793 23.249 -0.72
C 7.602 29.853 22.407 -0.68
Br 6.580 31.548 22.448 0.66
H 7.009 29.047 24.304 -0.01
H 5.839 28.768 23.106 0.05
H 7.685 29.532 21.373 0.05
H 8.599 29.923 22.836 -0.04
Br 8.244 30.950 26.160 0.75
C 7.957 30.186 27.967 -0.65
C 9.310 29.782 28.523 -0.66
Br 9.059 29.017 30.329 0.64
H 7.291 29.322 27.925 0.03
H 7.386 30.855 28.601 0.00
H 9.919 30.684 28.531 0.04
H 9.782 29.065 27.860 -0.03
Br 10.967 33.035 33.647 0.59
C 11.936 31.322 33.460 -0.70
C 11.167 30.321 32.628 -0.68
Br 12.482 28.987 31.964 0.63
H 12.214 30.999 34.459 0.06
H 12.872 31.563 32.962 0.03
H 10.702 30.839 31.798 0.00
H 10.456 29.756 33.220 0.05
Br 12.040 27.939 26.877 0.67
C 12.273 28.494 24.995 -0.67
C 11.028 28.113 24.211 -0.65
Br 11.108 29.203 22.555 0.66
H 13.138 27.999 24.559 0.06
H 12.461 29.558 24.882 0.04
H 10.068 28.322 24.670 0.02
H 11.054 27.075 23.892 0.05
Br 2.547 28.870 31.023 0.61
C 4.411 29.372 31.355 -0.70
C 4.896 30.405 30.362 -0.66
Br 6.437 31.323 31.146 0.64
H 5.052 28.499 31.418 0.06
H 4.365 29.833 32.337 0.03
H 4.160 31.178 30.165 0.05
H 5.223 30.010 29.403 0.04

# 7
9
Properties=species:S:1:pos:R:3:lowdin_charge:R:1 method="wB97M-V/def2-TZVPD" multiplicity=1 homo_energy_ev=-9.13 gap_ev=8.7 e_above_lowest_kcal_mol=2.2
S 0.106 0.877 -1.178 0.12
P 0.677 -0.503 0.021 -0.60
S 0.058 -2.419 -0.761 0.30
S 2.680 -0.529 0.553 0.41
S -0.463 -0.416 2.034 0.05
S -2.375 0.183 1.340 0.23
H -0.419 -1.792 -1.977 -0.11
H 2.514 0.773 0.401 -0.19
H -2.006 1.396 0.849 -0.21

# 8
17
Properties=species:S:1:pos:R:3:lowdin_charge:R:1 method="wB97M-V/def2-TZVPD" charge=+1 multiplicity=1 homo_energy_ev=-14.36 gap_ev=11.6 e_above_lowest_kcal_mol=68.5
C -1.493 0.742 -0.506 0.04
N -0.283 0.091 0.092 -0.28
C -0.446 -1.275 0.258 -0.02
C 0.497 0.899 1.036 -0.01
C 1.113 0.655 -0.287 -0.24
N 2.071 -0.332 -0.453 0.08
H -1.388 1.850 -0.290 0.12
H -1.395 0.531 -1.508 0.08
H -2.530 0.366 -0.128 0.15
H 0.136 -1.897 -0.370 0.10
H -0.192 -1.388 1.314 0.12
H -1.476 -1.516 0.090 0.10
H 0.852 0.559 2.048 0.16
H -0.017 1.881 1.218 0.14
H 1.164 1.271 -1.205 0.18
H 2.274 -0.864 0.454 0.15
H 2.867 -0.160 -1.062 0.12